Entry one
The following is a quantum chemistry calculation of a gas-phase ion, C4H9N4O (charge +1), from OMol25.

Its net charge is +1. As for the spin multiplicity: 1. The value obtained for the HOMO energy is -13.92 eV. Its orbital gap is 0.3587 Ha. Its structure (SMILES) is [H]/N=C(\C)C(=O)NC(N)=[NH2+]. Its LUMO energy is -4.156 eV.

Bonds (Å) are listed after each position.
Element x y z (Å)
1 C 2.03945 -0.12098 -0.07350  N5 1.374, N8 1.377, N13 1.413
2 N -1.87181 -1.56873 0.39266  C4 1.265, H9 1.020
3 H 3.24000 1.58303 -0.83353  N8 1.022
4 C -1.91509 -0.32469 0.16866  N2 1.265, C16 1.645, C18 1.464
5 N 0.77806 -0.35884 0.41522  C1 1.374, H6 1.064, C16 1.511
6 H 0.39446 -1.31257 0.69011  N5 1.064
7 H 1.63810 1.79165 -0.27510  N8 1.022
8 N 2.37254 1.13150 -0.53783  C1 1.377, H3 1.022, H7 1.022
9 H -2.72017 -2.12559 0.28487  N2 1.020
10 H -3.88604 0.35589 -0.47309  C18 1.048
11 H -2.49011 1.61517 -0.33409  C18 1.162
12 H 2.86880 -1.81725 0.70165  N13 0.995
13 N 2.90565 -1.23715 -0.10612  C1 1.413, H12 0.995, H17 1.031
14 O -0.35778 1.56609 -0.38389  C16 1.223
15 H -3.29884 0.85877 1.02843  C18 1.069
16 C -0.45105 0.39825 -0.03134  C4 1.645, N5 1.511, O14 1.223
17 H 3.76167 -1.07293 -0.65690  N13 1.031
18 C -3.00785 0.63838 0.02378  C4 1.464, H10 1.048, H11 1.162, H15 1.069

***

Entry two
The following is a quantum chemistry calculation of a gas-phase ion, C4H9N4O (charge +1), from OMol25.

Its net charge is +1. As for the spin multiplicity: 1. The value obtained for the HOMO energy (spin up / spin down) is -13.97 / -13.97 eV. Its orbital gap (spin up / spin down) is 0.3568 / 0.3568 Ha. Its LUMO energy (spin up / spin down) is -4.262 / -4.262 eV.

Bonds (Å) are listed after each position.
Element x y z (Å)
1 H -1.46835 -2.01495 1.20481  C8 1.100
2 N -0.28172 -0.62816 0.27358  C3 1.457, C8 1.475, C17 1.409, H18 1.045
3 C -1.29619 0.09147 -0.48505  N2 1.457, N9 1.204
4 O 0.73575 1.52412 1.08205  C7 1.207
5 H 2.70350 1.14052 -1.36822  N15 0.963
6 H 1.80547 -0.98061 -0.16326  C17 1.077
7 C 1.33216 1.10860 0.11791  O4 1.207, N15 1.351, C17 1.552
8 C -0.68866 -2.03712 0.42932  H1 1.100, N2 1.475, H11 1.192, H13 1.158
9 N -2.09695 0.85281 -0.00725  C3 1.204, N14 1.169
10 H 0.98272 -0.45017 -1.35241  C17 1.037
11 H 0.24910 -2.64477 0.84380  C8 1.192
12 H -3.87132 1.29134 0.02966  N14 1.027
13 H -1.11001 -2.45091 -0.56663  C8 1.158
14 N -2.92127 1.67682 0.08736  N9 1.169, H12 1.027
15 N 2.40494 1.57167 -0.56055  H5 0.963, C7 1.351, H16 0.948
16 H 2.77815 2.43515 -0.44441  N15 0.948
17 C 0.96058 -0.33264 -0.32244  N2 1.409, H6 1.077, C7 1.552, H10 1.037
18 H -0.21789 -0.15316 1.20174  N2 1.045

***

Most stable structure: entry one

***

Entry one
The following is a quantum chemistry calculation of CH2O2S in the gas phase, from OMol25.

Its net charge is 0. As for the spin multiplicity: 1. The value obtained for the HOMO energy is -10.17 eV. Its orbital gap is 0.3674 Ha. Its structure (SMILES) is O=COS. Its LUMO energy is -0.171 eV.

Bonds (Å) are listed after each position.
Element x y z (Å)
1 H 1.03295 0.00268 1.07868  S3 1.325
2 O -2.81164 -0.27913 0.02438  C6 1.205
3 S 1.03706 -0.92870 0.13578  H1 1.325, O4 1.734
4 O -0.57334 -0.67088 -0.45295  S3 1.734, C6 1.380
5 H -1.50169 -0.81231 1.42289  C6 1.113
6 C -1.69422 -0.59417 0.34810  O2 1.205, O4 1.380, H5 1.113

***

Entry two
The following is a quantum chemistry calculation of CH2O2S in the gas phase, from OMol25.

Its net charge is 0. As for the spin multiplicity: 1. The value obtained for the HOMO energy is -10.13 eV. Its orbital gap is 0.3734 Ha. Its structure (SMILES) is O=C(O)S. Its LUMO energy is 0.035 eV.

Bonds (Å) are listed after each position.
Element x y z (Å)
1 O 1.10828 -1.00181 -0.09021  C2 1.320, H3 1.192
2 C 0.42823 0.09932 0.17196  O1 1.320, S4 1.638, O5 1.260
3 H 0.48740 -1.68581 0.66239  O1 1.192
4 S -1.18193 -0.07056 -0.07409  C2 1.638, H6 1.449
5 O 1.09906 1.14431 -0.04226  C2 1.260
6 H -1.80461 1.07878 0.55102  S4 1.449

***

Most stable structure: entry one

***

Entry one
The following is a quantum chemistry calculation of C3H7F2N in the gas phase, from OMol25.

Its net charge is 0. As for the spin multiplicity: 1. The value obtained for the HOMO energy is -9.82 eV. Its orbital gap is 0.3976 Ha. Its structure (SMILES) is CC(F)(F)CN. Its LUMO energy is 0.997 eV.

Bonds (Å) are listed after each position.
Element x y z (Å)
1 C 0.90554 -0.52668 -0.55898  N3 1.453, H4 1.076, H7 1.094, C10 1.520
2 H 2.90254 0.01941 -0.42814  N3 1.050
3 N 1.98329 0.25540 0.02178  C1 1.453, H2 1.050, H8 1.002
4 H 1.00128 -1.58450 -0.38700  C1 1.076
5 H 0.01673 2.02898 0.04170  C6 1.088
6 C -0.79364 1.38797 -0.29897  H5 1.088, C10 1.506, H11 1.097, H13 1.089
7 H 0.89351 -0.39194 -1.64470  C1 1.094
8 H 2.07135 0.03756 0.99601  N3 1.002
9 F -1.39691 -0.87434 -0.49993  C10 1.366
10 C -0.42758 -0.04435 -0.01143  C1 1.520, C6 1.506, F9 1.366, F12 1.376
11 H -0.93589 1.53710 -1.37695  C6 1.097
12 F -0.40382 -0.23279 1.35149  C10 1.376
13 H -1.73198 1.62816 0.19895  C6 1.089

***

Entry two
The following is a quantum chemistry calculation of C3H7F2N in the gas phase, from OMol25.

Its net charge is 0. As for the spin multiplicity: 1. The value obtained for the HOMO energy is -9.33 eV. Its orbital gap is 0.3811 Ha. Its structure (SMILES) is CNCC(F)F. Its LUMO energy is 1.037 eV.

Bonds (Å) are listed after each position.
Element x y z (Å)
1 F 0.45052 -1.78007 -0.18182  C2 1.376
2 C -0.03340 -0.87668 0.73697  F1 1.376, C3 1.552, H5 1.091, F7 1.362
3 C 0.15655 0.54757 0.14929  C2 1.552, N8 1.462, H11 1.115, H13 1.085
4 H -0.92077 2.88237 -0.71986  C10 1.126
5 H -1.06811 -1.15698 0.93783  C2 1.091
6 H -1.69927 0.59313 -0.81296  N8 1.039
7 F 0.77147 -0.99944 1.82904  C2 1.362
8 N -0.69659 0.77217 -1.01714  C3 1.462, H6 1.039, C10 1.469
9 H 0.45451 2.25817 -1.83936  C10 1.119
10 C -0.61208 2.15108 -1.51793  H4 1.126, N8 1.469, H9 1.119, H12 1.089
11 H 1.24937 0.52418 -0.07030  C3 1.115
12 H -1.28614 2.30155 -2.36006  C10 1.089
13 H 0.08226 1.27614 0.94973  C3 1.085

***

Entry three
The following is a quantum chemistry calculation of C3H7F2N in the gas phase, from OMol25.

Its net charge is 0. As for the spin multiplicity: 1. The value obtained for the HOMO energy is -9.94 eV. Its orbital gap is 0.4065 Ha. Its structure (SMILES) is NC(CF)CF. Its LUMO energy is 1.120 eV.

Bonds (Å) are listed after each position.
Element x y z (Å)
1 C -0.99746 -0.13831 0.49304  F3 1.414, H7 1.143, C9 1.497, H10 1.090
2 H 1.45120 -1.82185 -0.60083  N11 1.019
3 F -1.69467 -1.36804 0.45822  C1 1.414
4 H 2.04780 1.03698 -0.86126  C5 1.177
5 C 1.05291 1.05683 -0.23339  H4 1.177, F8 1.316, C9 1.508, H12 1.149
6 H 0.45646 -1.98890 0.59951  N11 0.987
7 H -0.72258 -0.10589 1.60175  C1 1.143
8 F 0.30471 2.07543 -0.60123  C5 1.316
9 C 0.25980 -0.22374 -0.31420  C1 1.497, C5 1.508, N11 1.438, H13 1.108
10 H -1.65379 0.69291 0.23600  C1 1.090
11 N 1.04886 -1.31619 0.18656  H2 1.019, H6 0.987, C9 1.438
12 H 1.65938 1.30362 0.71133  C5 1.149
13 H 0.03767 -0.43874 -1.37801  C9 1.108

***

Most stable structure: entry one